[1]
Here is C3H6N2O in the gas phase in a non-equilibrium geometry from the OMol25 dataset. Energies are from wB97M-V/def2-TZVPD.

The geometry in XYZ format:
```
12
Properties=species:S:1:pos:R:3
O 1.008 -0.645 1.749
N 0.700 0.684 1.790
C 0.299 1.056 0.562
N 0.467 0.232 -0.536
C -0.127 -0.919 -0.719
C -0.761 0.397 -1.274
H 1.104 -1.045 2.717
H -0.233 2.130 0.406
H -0.650 -1.695 -0.049
H 0.389 -1.561 -1.595
H -0.618 0.347 -2.402
H -1.578 1.019 -0.648
```

## Properties
Charge = 0
HOMO energy = -8.473 eV
SMILES string = O/N=C\N1CC1
Energy = -302.46338 Ha
Orbital gap = 9.341 eV
Multiplicity = 1
Energy relative to the best compared isomer or geometry (same formula, charge and spin) = 6.2508 eV
E_LUMO = 0.868 eV

=====

[2]
Here is a molecular structure, C19H22AuF6N6O2Sb from the OMol25 dataset. Energies are from wB97M-V/def2-TZVPD.

The geometry in XYZ format:
```
57
Properties=species:S:1:pos:R:3
Au -0.503 0.140 -0.175
O 7.655 -1.013 -0.234
C 6.749 -0.094 0.138
O 7.091 1.002 0.468
C 5.293 -0.486 0.107
C 4.411 0.365 0.768
C 3.057 0.100 0.773
C 2.572 -1.020 0.116
C 3.437 -1.875 -0.557
C 4.796 -1.605 -0.551
N 1.175 -1.292 0.133
C 0.742 -2.451 0.436
C -0.690 -2.733 0.364
C -1.235 -3.948 0.714
C -2.613 -4.105 0.635
C -3.390 -3.045 0.205
C -2.773 -1.849 -0.126
N -1.453 -1.708 -0.050
H 7.258 -1.880 -0.375
H 4.816 1.222 1.288
H 2.380 0.705 1.354
H 3.059 -2.721 -1.116
H 5.443 -2.272 -1.108
H 1.423 -3.231 0.759
H -0.594 -4.743 1.068
H -3.071 -5.043 0.917
H -4.465 -3.124 0.136
H -3.344 -0.988 -0.445
F -1.098 -0.206 2.222
Sb -0.096 -0.728 3.808
F 0.486 -2.226 2.746
F 1.324 0.250 3.003
F 0.978 -1.254 5.235
F -0.724 0.827 4.633
F -1.567 -1.751 4.346
C -1.187 2.885 -0.797
N 0.008 2.152 -0.199
C 0.194 2.706 1.211
N 0.404 4.125 1.170
C -0.762 4.772 0.569
N -0.969 4.303 -0.808
C 0.232 4.604 -1.595
N 1.413 3.955 -1.021
C 1.220 2.532 -1.022
C 1.588 4.421 0.359
H -2.061 2.644 -0.188
H -1.325 2.516 -1.816
H 1.046 2.207 1.667
H -0.700 2.455 1.783
H -0.609 5.850 0.554
H -1.648 4.551 1.165
H 0.384 5.682 -1.606
H 0.089 4.259 -2.620
H 2.083 2.026 -0.593
H 1.054 2.169 -2.038
H 1.755 5.497 0.353
H 2.460 3.935 0.799
```

## Properties
Charge = +1
HOMO energy (alpha / beta) = -12.356 / -12.344 eV
Energy = -2191.24713 Ha
Orbital gap (alpha / beta) = 7.731 / 5.709 eV
Multiplicity = 2
Energy relative to the best compared isomer or geometry (same formula, charge and spin) = 0.0000 eV
E_LUMO (alpha / beta) = -4.625 / -6.635 eV

=====

[3]
Here is 2 unconnected molecules or ions with the total composition C5H7BOS in a non-equilibrium geometry from the OMol25 dataset. Energies are from wB97M-V/def2-TZVPD.

The geometry in XYZ format:
```
15
Properties=species:S:1:pos:R:3
C 1.574 -1.757 0.564
B 0.630 -1.014 -0.483
O 1.100 -0.191 -1.432
C -0.881 -1.140 -0.360
C -2.084 -1.101 -0.230
S -3.761 -1.082 0.014
H 2.474 -2.162 0.108
H 1.069 -2.563 1.087
H 1.888 -1.032 1.315
H 2.050 -0.075 -1.467
H -3.973 0.038 -0.689
C -1.720 2.471 -0.494
C -1.428 3.318 0.295
H -1.967 1.698 -1.161
H -1.170 4.088 0.960
```

## Properties
Charge = 0
HOMO energy = -9.103 eV
SMILES string = CB(O)C#CS.C#C
Energy = -692.92083 Ha
Orbital gap = 9.616 eV
Multiplicity = 1
Energy relative to the best compared isomer or geometry (same formula, charge and spin) = 3.0585 eV
E_LUMO = 0.513 eV